ORCA calculation (wB97M-V/def2-TZVPD) on a molecular structure, C37H43CoIN5PS2.

The value obtained for the HOMO-LUMO gap (spin up / spin down) is 7.0 / 7.0 eV. The total charge is 0. For the total energy, the calculation gives -123207.7629 eV. Its multiplicity is 2.

Element x y z (Å)
Co -0.113 -0.173 0.025
S 0.734 -4.062 -0.006
P -0.005 -3.356 1.668
S -0.129 -1.340 1.993
C 0.902 -4.009 3.115
C 1.582 -3.200 4.015
C 2.274 -3.765 5.078
C 2.289 -5.140 5.247
C 1.612 -5.954 4.347
C 0.924 -5.392 3.288
C -1.683 -4.019 1.956
C -2.486 -3.478 2.959
C -3.738 -4.012 3.213
C -4.194 -5.098 2.475
C -3.397 -5.641 1.481
C -2.146 -5.100 1.216
H 1.561 -2.127 3.886
H 2.798 -3.127 5.778
H 2.824 -5.579 6.077
H 1.621 -7.028 4.474
H 0.405 -6.028 2.581
H -2.132 -2.629 3.529
H -4.361 -3.581 3.986
H -5.173 -5.514 2.674
H -3.753 -6.481 0.899
H -1.521 -5.502 0.429
C 5.124 -1.566 -0.116
N 3.737 -1.487 -0.526
C 3.204 -1.945 -1.705
C 1.882 -1.634 -1.670
N 1.608 -0.981 -0.498
C 2.740 -0.905 0.162
H 5.610 -2.357 -0.683
H 5.178 -1.813 0.942
H 5.641 -0.624 -0.300
H 3.795 -2.475 -2.427
H 1.112 -1.859 -2.385
H 2.865 -0.475 1.139
I 2.694 4.466 -2.852
C 1.297 3.112 -2.194
C -0.065 3.312 -2.046
N -0.570 2.167 -1.594
N 0.369 1.232 -1.414
C 1.518 1.800 -1.777
H -0.679 4.176 -2.222
H -1.487 1.937 -1.191
H 2.438 1.244 -1.748
C -3.989 4.132 3.222
C -2.749 3.496 2.652
C -1.491 3.988 2.972
C -0.360 3.363 2.455
C 1.021 3.855 2.796
C -0.507 2.273 1.616
C -1.761 1.753 1.249
C -2.878 2.401 1.809
N -1.780 0.700 0.361
C -3.006 -0.007 -0.018
C -3.974 0.892 -0.813
C -5.199 0.099 -1.281
C -5.917 -0.496 -0.065
C -4.967 -1.439 0.680
C -4.515 -2.558 -0.258
C -3.791 -1.949 -1.459
C -4.749 -1.026 -2.213
C -2.586 -1.144 -0.968
C -3.743 -0.659 1.165
H -3.743 5.004 3.824
H -4.531 3.429 3.857
H -4.670 4.447 2.431
H -1.389 4.842 3.628
H 0.980 4.678 3.508
H 1.545 4.207 1.904
H 1.623 3.058 3.236
H 0.405 1.799 1.247
H -3.877 2.050 1.610
H -3.450 1.289 -1.693
H -4.297 1.749 -0.222
H -5.875 0.773 -1.817
H -6.804 -1.044 -0.396
H -6.257 0.303 0.600
H -5.479 -1.873 1.544
H -5.377 -3.140 -0.599
H -3.847 -3.240 0.277
H -3.442 -2.745 -2.122
H -5.616 -1.593 -2.565
H -4.255 -0.605 -3.095
H -2.054 -0.713 -1.827
H -1.895 -1.819 -0.449
H -3.040 -1.321 1.676
H -4.053 0.093 1.890